[1]
The following is a DFT calculation (wB97M-V/def2-TZVPD) of 8 unconnected molecules or ions with the total composition C50H50F5NOPS in a non-equilibrium geometry.

CARTESIAN COORDINATES (ANGSTROEM)
N -3.18 1.59 7.43
P -4.57 1.81 6.45
O -4.09 2.61 5.14
S -5.23 -0.23 5.82
C -4.50 -0.75 4.21
F -4.80 0.10 3.23
F -5.11 -1.92 3.90
C -3.02 -0.98 4.31
C -2.48 -2.18 4.68
C -1.12 -2.36 4.72
C -0.27 -1.33 4.39
C -0.82 -0.13 4.02
C 0.09 1.01 3.61
F 0.11 1.05 2.25
F 1.34 0.83 4.01
F -0.39 2.20 4.01
C -2.17 0.04 3.98
H -2.37 1.61 6.80
H -3.25 0.62 7.77
H -4.19 3.56 5.33
H -6.54 -0.02 5.52
H -3.10 -3.03 4.93
H -0.73 -3.33 5.02
H 0.79 -1.50 4.43
H -2.57 1.00 3.66
C 3.10 -1.20 -1.52
C 2.65 -0.03 -0.92
C 1.82 -0.09 0.19
C 1.44 -1.32 0.71
C 1.89 -2.49 0.12
C 2.72 -2.44 -1.00
H 3.74 -1.16 -2.39
H 2.95 0.93 -1.33
H 1.47 0.82 0.64
H 0.80 -1.36 1.58
H 1.60 -3.45 0.52
H 3.06 -3.35 -1.46
C -3.18 5.74 0.59
C -3.23 4.47 1.15
C -4.10 4.22 2.21
C -4.93 5.22 2.68
C -4.89 6.49 2.11
C -4.01 6.75 1.07
H -2.50 5.94 -0.23
H -2.58 3.69 0.78
H -4.13 3.23 2.65
H -5.61 5.02 3.50
H -5.53 7.27 2.48
H -3.97 7.73 0.62
C -2.34 6.70 -3.23
C -1.10 6.10 -3.05
C -0.01 6.54 -3.78
C -0.15 7.59 -4.68
C -1.38 8.19 -4.85
C -2.48 7.75 -4.13
H -3.20 6.36 -2.66
H -0.99 5.28 -2.35
H 0.96 6.06 -3.65
H 0.71 7.93 -5.24
H -1.49 9.01 -5.54
H -3.45 8.22 -4.26
C 5.80 -6.50 -2.38
C 5.44 -5.20 -2.71
C 4.93 -4.92 -3.97
C 4.76 -5.94 -4.90
C 5.12 -7.24 -4.57
C 5.64 -7.52 -3.31
H 6.20 -6.72 -1.40
H 5.56 -4.40 -1.99
H 4.65 -3.90 -4.23
H 4.35 -5.72 -5.88
H 4.99 -8.03 -5.29
H 5.92 -8.53 -3.06
C 6.02 -4.08 -8.36
C 5.75 -5.40 -8.71
C 5.59 -5.75 -10.04
C 5.70 -4.78 -11.03
C 5.97 -3.47 -10.68
C 6.12 -3.12 -9.35
H 6.15 -3.81 -7.32
H 5.68 -6.16 -7.93
H 5.38 -6.78 -10.31
H 5.57 -5.06 -12.07
H 6.05 -2.71 -11.46
H 6.33 -2.09 -9.08
C -0.24 -4.32 -5.66
C 0.42 -4.13 -6.87
C 1.56 -3.35 -6.93
C 2.06 -2.77 -5.77
C 1.41 -2.96 -4.56
C 0.26 -3.73 -4.51
H -1.13 -4.92 -5.62
H 0.03 -4.58 -7.78
H 2.07 -3.19 -7.88
H 2.96 -2.16 -5.82
H 1.81 -2.51 -3.66
H -0.25 -3.88 -3.56
C -5.00 2.06 11.99
C -4.44 2.18 10.72
C -3.29 2.94 10.54
C -2.69 3.56 11.62
C -3.24 3.44 12.89
C -4.40 2.69 13.07
H -5.89 1.47 12.14
H -4.91 1.69 9.88
H -2.86 3.04 9.55
H -1.79 4.15 11.48
H -2.77 3.92 13.73
H -4.83 2.59 14.06

Values from the calculation:
Lowest unoccupied orbital energy = -4.02 eV
Frontier orbital gap = 0.228 hartree
Net charge = +1
HOMO = -0.3760 Eh

Atomic partial charges in e from the Löwdin method, atoms 1 to 99:
1. N -0.15
2. P 0.71
3. O -0.31
4. S 0.96
5. C -0.73
6. F 0.11
7. F 0.08
8. C -0.19
9. C -0.01
10. C -0.02
11. C 0.02
12. C -0.10
13. C -0.57
14. F 0.12
15. F 0.18
16. F 0.16
17. C 0.03
18. H 0.06
19. H 0.05
20. H 0.08
21. H 0.01
22. H 0.14
23. H 0.13
24. H 0.14
25. H 0.13
26. C -0.10
27. C -0.08
28. C -0.09
29. C -0.10
30. C -0.09
31. C -0.10
32. H 0.10
33. H 0.10
34. H 0.08
35. H 0.08
36. H 0.10
37. H 0.09
38. C -0.08
39. C -0.09
40. C -0.11
41. C -0.11
42. C -0.09
43. C -0.08
44. H 0.09
45. H 0.10
46. H 0.07
47. H 0.09
48. H 0.11
49. H 0.11
50. C -0.11
51. C -0.11
52. C -0.10
53. C -0.09
54. C -0.09
55. C -0.09
56. H 0.09
57. H 0.09
58. H 0.10
59. H 0.10
60. H 0.10
61. H 0.10
62. C -0.10
63. C -0.10
64. C -0.10
65. C -0.09
66. C -0.09
67. C -0.09
68. H 0.10
69. H 0.10
70. H 0.09
71. H 0.09
72. H 0.10
73. H 0.10
74. C -0.10
75. C -0.10
76. C -0.09
77. C -0.10
78. C -0.10
79. C -0.10
80. H 0.10
81. H 0.09
82. H 0.10
83. H 0.10
84. H 0.10
85. H 0.10
86. C -0.10
87. C -0.09
88. C -0.09
89. C -0.10
90. C -0.10
91. C -0.09
92. H 0.10
93. H 0.10
94. H 0.10
95. H 0.10
96. H 0.07
97. H 0.10
98. C -0.09
99. C -0.12

[2]
The following is a DFT calculation (wB97M-V/def2-TZVPD) of HN2O3P in the gas phase in a non-equilibrium geometry.

CARTESIAN COORDINATES (ANGSTROEM)
N 0.12 1.47 0.37
N -0.41 -0.84 -0.92
O -0.77 -0.08 -1.72
O 0.26 2.20 1.26
O -0.14 -1.99 -1.02
P -0.26 -0.36 0.86
H 1.20 -0.41 1.17

Values from the calculation:
Lowest unoccupied orbital energy (alpha / beta) = -0.69 / -0.69 eV
Frontier orbital gap (alpha / beta) = 0.310 / 0.310 hartree
HOMO (alpha / beta) = -0.3351 / -0.3350 Eh

The Löwdin scheme yields these atomic charges, measured in e:
1. N -0.24
2. N -0.68
3. O 0.05
4. O -0.07
5. O -0.01
6. P 0.98
7. H -0.03